67
Properties=species:S:1:pos:R:3:forces:R:3 method="wB97M-V/def2-TZVPD" charge=-2 orbital_gap_ha="0.2008 / 0.1681" multiplicity=3 lumo_energy_ev="4.2778 / 3.2834" s2=2.0203
Pd -0.916335 -0.035152 1.015811 0.28 0.11 0.09
O 5.249632 0.312460 3.290161 0.07 -0.04 0.19
C 4.519719 0.487533 2.449160 1.03 -0.04 1.03
O 1.407039 0.454593 0.676107 -1.42 -0.48 -0.26
C 4.928344 -1.918062 -1.004517 0.00 -0.25 -0.32
P 3.276203 -1.593821 -1.091417 -0.33 -0.92 -0.12
C 2.471531 -1.045178 -2.617797 0.12 0.25 -0.06
C 2.995588 -1.317704 -3.879925 0.06 0.11 0.01
C 2.316729 -0.899553 -5.016327 0.00 0.02 0.00
C 1.121076 -0.200979 -4.895980 0.01 -0.01 0.01
C 0.601119 0.083205 -3.638882 -0.02 -0.01 -0.01
C 1.274776 -0.332962 -2.500736 -0.07 -0.13 0.03
C 2.213455 -2.955133 -0.552358 0.22 -0.34 -0.22
C 1.556636 -3.821164 -1.427798 -0.09 0.07 0.00
C 0.714909 -4.809266 -0.940560 -0.03 0.02 0.00
C 0.504600 -4.932243 0.426466 0.01 0.00 0.00
C 1.150915 -4.075310 1.305963 0.00 0.00 -0.01
C 2.008879 -3.101407 0.819960 0.00 0.01 0.01
H 5.602170 -1.166263 -0.617506 0.05 0.17 -0.41
H 5.310083 -2.921705 -1.154520 -0.03 -0.08 0.48
H 3.939044 -1.845296 -3.959526 -0.01 -0.02 0.00
H 2.721448 -1.118733 -5.997821 0.00 0.00 0.00
H 0.594005 0.124264 -5.785212 0.00 0.00 0.00
H -0.328795 0.627739 -3.527013 0.00 0.00 0.00
H 0.861260 -0.120376 -1.517795 0.02 0.04 0.00
H 1.682198 -3.698343 -2.497249 0.02 0.00 0.00
H 0.199699 -5.467092 -1.630148 0.00 0.00 0.00
H -0.183942 -5.677316 0.805074 0.00 0.00 0.00
H 0.957953 -4.139600 2.368874 0.00 0.00 0.00
H 2.491576 -2.416345 1.506342 -0.02 0.02 -0.01
F -4.295408 -3.125622 0.277097 0.04 0.04 -0.02
C -3.823874 -1.872725 0.178870 -0.04 -0.03 -0.01
F -2.667873 -1.920423 -0.472460 -0.07 0.00 0.02
F -4.696153 -1.157248 -0.540339 0.04 -0.04 0.01
S -3.666835 -1.128801 1.867262 -0.10 0.14 0.24
O -3.337266 0.257280 1.655075 0.08 -0.13 -0.19
O -2.740694 -1.952252 2.579322 -0.04 -0.23 -0.04
N -5.113703 -1.375883 2.437469 -0.01 -0.08 -0.09
S -6.404659 -0.526078 2.176589 -0.03 0.08 0.04
O -7.439248 -1.295296 1.542597 0.00 -0.01 0.02
O -6.216347 0.833741 1.756922 0.02 -0.02 -0.01
C -6.990277 -0.383962 3.921388 0.01 0.01 0.01
F -6.072767 0.179678 4.709870 -0.01 0.01 -0.01
F -8.093178 0.382977 3.963475 -0.01 -0.02 -0.01
F -7.308385 -1.576145 4.440434 0.01 0.01 0.00
C -3.794118 2.916622 -0.115552 0.00 -0.03 0.00
C -2.442428 2.455301 -0.610360 0.07 -0.06 0.08
C -1.228112 2.879797 0.168007 0.00 0.02 -0.05
O -2.357321 1.731082 -1.580196 -0.01 0.11 -0.23
H -3.728478 3.824705 0.483417 0.00 0.01 -0.01
H -4.212317 2.124662 0.509906 0.00 0.01 0.02
H -4.460795 3.064196 -0.964620 0.00 -0.01 0.00
H -1.316925 3.903671 0.535767 0.01 0.00 0.00
H -0.325501 2.753757 -0.426305 0.00 -0.01 0.01
H -1.131511 2.214768 1.044869 -0.01 0.01 0.02
Cl 3.982243 4.961555 3.835511 0.02 0.00 0.01
C 3.553457 4.230012 2.277405 -0.07 -0.18 0.10
C 4.103872 4.776645 1.157029 0.06 0.09 -0.21
C 4.060886 4.430026 -0.203664 -0.01 0.09 0.15
C 3.672849 3.226391 -0.804252 -0.10 0.04 0.04
C 3.297588 2.032313 -0.305164 0.16 0.27 -0.55
Cl 2.882104 0.697401 0.433528 -0.02 1.25 0.17
C 2.519595 3.276340 2.412610 0.11 0.16 0.03
N 1.631159 2.577946 2.657742 0.06 0.01 0.00
H 4.687172 5.669561 1.368484 0.00 0.00 0.00
H 4.460454 5.177420 -0.879314 0.03 -0.01 0.00
H 3.771304 3.255805 -1.899220 -0.05 0.00 0.02



18
Properties=species:S:1:pos:R:3:forces:R:3 method="wB97M-V/def2-TZVPD" orbital_gap_ha=0.3365 lumo_energy_ev=1.1162
C 1.401993 2.526887 -1.945588 -1.85 -0.24 -1.23
N 1.621768 1.245650 -1.348624 0.21 -1.17 1.28
C 0.668798 0.987939 -0.259363 -0.07 0.14 2.86
C -2.370836 -2.251235 1.714611 1.74 -1.64 -0.06
C -1.115341 -2.132705 1.207492 -2.79 2.19 1.09
C -0.723743 -0.729343 1.051896 3.71 -1.30 -3.76
C 0.186056 -0.449623 0.024182 -0.63 0.25 0.67
H 0.277583 2.511980 -2.064090 1.08 0.69 -0.08
H 1.749474 2.451718 -3.000274 0.31 0.82 0.80
H 1.665260 3.432597 -1.353276 0.24 -0.47 -0.56
H 2.619104 1.021083 -1.189050 -1.15 0.19 0.27
H -0.216646 1.655650 -0.430040 0.76 -0.67 0.10
H 1.002498 1.230213 0.868438 -0.06 0.39 -2.40
H -2.852493 -1.469749 2.257906 -0.20 0.84 -0.24
H -2.887217 -3.184196 1.792765 -0.09 -0.63 -0.02
H -0.451642 -2.867999 0.824506 -0.03 -0.80 -0.38
H -1.228647 -0.011881 1.647556 -0.14 0.83 0.30
H 0.688791 -1.200490 -0.673447 -1.05 0.57 1.34



10
Properties=species:S:1:pos:R:3:forces:R:3 method="wB97M-V/def2-TZVPD" orbital_gap_ha="0.2727 / 0.2873" lumo_energy_ev="-1.9166 / -2.4653"
C 1.352542 1.033884 1.994090 -2.46 1.96 3.92
O 4.423200 0.849268 1.473422 0.62 0.28 1.50
O 4.358118 1.716277 -0.842973 0.12 0.58 -0.37
O 1.539056 0.975605 0.641499 -1.49 0.93 -2.60
O 0.590558 1.564906 -0.083723 0.70 -0.26 0.73
S 3.736943 1.023000 0.241232 1.56 0.39 -1.16
I 3.284862 -1.196745 -0.463608 -0.18 -1.50 -0.67
H 2.248496 0.567470 2.476095 -1.18 0.14 -0.35
H 0.332723 0.545672 2.085799 1.47 0.07 0.82
H 1.159554 2.147470 2.503903 0.84 -2.59 -1.82



24
Properties=species:S:1:pos:R:3:forces:R:3 method="wB97M-V/def2-TZVPD" charge=+1 orbital_gap_ha="0.1810 / 0.1808" lumo_energy_ev="-6.1320 / -6.1342"
C -1.247336 2.837613 -1.264849 1.49 -3.67 1.57
C -1.082785 1.651129 -0.610865 -1.18 5.74 -0.76
C -2.453027 2.263476 -0.704177 -0.53 -1.45 -0.15
C 0.871950 -1.260558 -0.397042 -3.10 -0.31 1.71
C -0.660287 -3.548906 1.152204 1.27 0.39 0.31
C 0.570723 -3.060660 1.447011 -0.63 -0.68 0.86
C 1.183087 -1.960365 0.807029 1.33 -1.28 1.86
C -0.648625 4.005378 -1.839827 -0.14 -0.49 -2.06
C 2.386437 -1.445592 1.440206 -0.06 2.17 -1.55
N 0.545418 0.133427 0.021274 1.55 2.01 0.63
N -0.498346 0.524658 -0.434487 -0.45 -3.70 -1.03
H -2.865950 2.728457 0.139708 -0.32 0.38 1.67
H -3.203713 1.683378 -1.204316 -0.59 0.26 -1.16
H 1.770310 -1.237454 -0.854058 2.63 0.44 -2.50
H 0.051350 -1.648510 -0.928993 -0.73 -0.61 -1.06
H -1.249567 -3.207223 0.354874 -0.59 0.67 -1.12
H -1.120072 -4.310961 1.726657 -0.15 -0.69 0.61
H 1.118922 -3.487188 2.320452 -0.54 0.42 -0.83
H -1.426164 4.487133 -2.457068 0.91 0.37 0.19
H 0.342837 3.860438 -2.295523 -0.64 -0.19 -0.41
H -0.391970 4.496855 -0.958566 0.11 1.93 1.43
H 3.195692 -1.390852 0.667471 -0.19 -0.48 0.89
H 2.630242 -1.788704 2.411638 0.45 -0.55 0.61
H 2.180874 -0.324969 1.461248 0.08 -0.67 0.30



15
Properties=species:S:1:pos:R:3:forces:R:3 method="wB97M-V/def2-TZVPD" orbital_gap_ha=0.3564 lumo_energy_ev=1.0861
C 1.702304 -1.366460 0.456587 0.67 0.77 -1.75
C 1.643786 -0.183835 -0.110934 -0.10 -2.73 0.30
C -0.644610 -0.470695 -0.068274 3.72 -0.14 -2.26
C -1.801466 -0.940657 0.234791 -0.16 -2.52 0.27
C 1.194383 1.214189 -0.061323 1.61 -0.67 1.21
C -0.307500 1.054078 -0.019924 -2.09 -0.48 2.10
C 0.700386 -1.251229 -0.683408 -2.07 2.84 2.77
H 2.156737 -2.030459 1.176220 -0.31 0.10 0.09
H -1.974209 -2.012992 0.325811 -0.30 0.32 -0.39
H -2.519400 -0.241820 0.450087 -2.11 1.21 1.00
H 1.636222 1.559497 0.895382 -0.36 0.80 -0.80
H 1.627160 1.628781 -0.949773 -0.10 1.20 -0.26
H -0.853479 1.431653 -0.859221 0.10 0.78 -0.67
H -0.811152 1.555327 0.936991 1.25 -1.09 -1.96
H 0.694660 -1.514663 -1.740715 0.26 -0.39 0.36



39
Properties=species:S:1:pos:R:3:forces:R:3 method="wB97M-V/def2-TZVPD" orbital_gap_ha=0.3483 lumo_energy_ev=-0.1923
O 1.960574 1.342044 1.271474 -0.45 0.23 0.09
H 1.138389 1.897302 1.239077 0.77 -0.25 -0.01
H 2.058998 1.114250 2.204079 -0.05 0.25 -0.01
O -2.588118 -2.086756 -1.623011 -0.19 -0.07 -0.02
H -1.630775 -2.126339 -1.660429 0.00 0.23 -0.01
H -2.804233 -1.199163 -1.940337 0.07 -0.12 -0.11
O -0.239432 -0.407290 -0.428016 0.33 -0.32 0.03
H 0.155420 -0.986523 0.242367 0.00 0.13 -0.06
H 0.498913 0.116142 -0.762709 -0.14 0.12 0.10
O 1.193978 2.840788 -1.490366 -0.09 -0.11 0.34
H 1.778553 2.068861 -1.427858 0.05 0.31 -0.32
H 1.764657 3.592415 -1.303037 -0.05 -0.04 0.03
O -1.089340 -0.314576 2.943607 0.62 0.13 -0.11
H -0.546900 -1.021799 2.529644 -0.23 0.16 0.42
H -0.578592 -0.040807 3.713617 -0.15 -0.17 0.09
O -2.957383 0.014472 0.840596 -0.03 -0.07 0.13
H -2.172777 -0.178477 0.303555 -0.31 0.17 0.07
H -2.689570 -0.177518 1.746737 -0.01 0.00 -0.15
O 2.802778 0.823170 -2.601255 0.10 -0.32 0.10
H 2.558776 -0.102301 -2.479886 0.04 0.05 -0.11
H 3.752992 0.804015 -2.762104 -0.07 0.04 0.04
O -2.070378 2.047944 -1.074611 0.33 0.23 -0.18
H -1.303808 2.300355 -0.539561 -0.08 -0.08 -0.01
H -2.729662 2.721618 -0.887529 -0.08 -0.14 0.02
O 3.507084 -0.971071 1.308144 -0.31 0.05 0.02
H 4.326644 -0.473554 1.388806 -0.04 -0.02 -0.04
H 2.820059 -0.292749 1.159000 0.38 -0.22 -0.17
O -0.440812 -3.911524 -0.274903 0.36 -0.01 0.31
H 0.213618 -4.472442 0.161944 -0.10 -0.25 -0.35
H 0.025998 -3.551735 -1.040322 -0.09 -0.05 0.05
O -2.034685 0.417944 -3.476290 0.13 -0.17 0.11
H -1.794038 0.840835 -2.636245 -0.19 0.22 -0.06
H -2.393022 1.133408 -4.008850 0.01 0.00 0.06
O 0.429755 -2.413739 2.015960 -0.14 -0.45 -0.49
H 1.270568 -2.861396 2.164248 0.08 0.29 0.07
H -0.052573 -2.983367 1.379443 0.01 0.39 0.16
O -0.525163 2.337442 1.634764 0.17 -0.12 0.10
H -0.541141 1.393290 1.872017 -0.67 -0.04 -0.04
H -1.075350 2.766832 2.298238 0.01 0.00 -0.10